DFT (ωB97M-V/def2-TZVPD) results for C25H43AuN2S2SbSe as an isolated structure.

Element x y z (Å)
Au -0.453 -0.168 0.448
Sb -0.063 1.029 2.691
Se 0.777 -2.616 0.116
S -2.710 -1.629 0.074
S -0.755 0.122 -1.896
N 0.241 -3.812 2.678
N 2.130 -2.713 2.623
C -1.007 -4.451 2.270
C -0.151 3.711 4.215
C -1.430 0.329 4.177
C 1.075 -4.321 6.256
C 1.980 -3.180 3.924
C 0.781 -3.890 3.953
C -2.851 -1.649 -1.546
C 0.179 -6.330 1.029
C 2.273 -3.602 6.233
C -0.318 3.144 2.813
C -1.949 -0.851 -2.443
C -0.841 -5.955 2.096
C 4.184 -2.904 1.249
C 1.061 -3.089 1.889
C -2.135 -0.955 -3.924
C 5.759 -3.819 3.038
C 2.978 1.340 2.885
C 2.749 -3.021 5.071
C 4.711 -4.137 1.979
C 3.288 -1.997 2.089
C -3.909 -2.522 -2.157
C 0.306 -4.480 5.117
C 1.813 0.763 3.679
C -1.316 -1.179 4.369
C 0.321 -7.838 0.879
H -0.624 -5.031 5.141
H -0.629 -8.296 0.594
H 0.742 -4.762 7.186
H 2.907 -1.179 1.480
H 0.845 3.516 4.616
H -1.821 -6.367 1.838
H 5.356 -3.214 3.852
H 6.597 -3.268 2.603
H -1.311 3.346 2.407
H 3.624 -3.195 0.358
H -2.430 0.607 3.836
H 0.393 3.585 2.113
H 3.821 -1.574 2.939
H -1.304 -3.982 1.335
H -2.021 -1.544 5.117
H 2.842 -3.498 7.148
H 1.152 -5.893 1.281
H 0.641 -8.297 1.817
H 1.718 1.237 4.658
H -4.873 -2.275 -1.712
H -2.062 -1.997 -4.244
H 3.877 -4.690 2.426
H -0.564 -6.411 3.052
H 3.076 0.859 1.910
H 1.938 -0.308 3.859
H 5.143 -4.813 1.239
H -3.994 -2.449 -3.236
H -0.111 -5.877 0.076
H -0.317 -1.470 4.703
H -1.518 -1.706 3.428
H -1.244 0.869 5.107
H 5.025 -2.296 0.903
H -3.706 -3.562 -1.895
H 3.673 -2.460 5.067
H 3.923 1.213 3.417
H -3.124 -0.591 -4.212
H -0.877 3.291 4.913
H 6.157 -4.730 3.486
H -0.291 4.793 4.212
H -1.383 -0.372 -4.445
H -1.760 -4.214 3.025
H 1.056 -8.095 0.116
H 2.850 2.410 2.705

Computed properties:
* charge: +1
* LUMO level (alpha / beta): -4.6 / -4.6 eV
* highest occupied orbital energy (alpha / beta): -10.3 / -10.3 eV
* DFT total energy: -4661.4801 a.u.